1.
Computed, not measured: C30H40F6MoNO6S2Se as an isolated structure, with wB97M-V/def2-TZVPD.

Values from the calculation:
Relative energy (zero: lowest compared OMol25 entry of this formula, charge and spin) (kcal per mole): 0.00
Kohn-Sham gap (spin up / spin down) (eV): 4.99 / 4.95
E (Eh): -5537.4144
Molar mass (g mol⁻¹): 863.67
Charge: +3
HOMO energy (spin up / spin down) (eV): -17.18 / -17.16

Positions of all 87 atoms, in Å:
Mo1 0.10 -0.61 -1.78
C1 3.50 5.23 2.01
C2 3.74 4.85 0.53
C3 3.56 6.09 -0.36
C4 5.17 4.34 0.38
C5 2.71 3.81 0.12
C6 3.09 2.54 -0.35
C7 2.10 1.67 -0.72
Se1 2.39 -0.01 -1.56
C8 0.00 -1.58 0.12
C9 0.66 -1.95 1.22
C10 -0.02 -2.88 2.15
C11 -1.41 -3.19 1.99
C12 -2.16 -2.82 0.92
C13 -1.41 -1.98 -0.05
O1 -1.85 -1.51 -1.11
C14 -3.59 -3.21 0.68
C15 -4.44 -1.92 0.57
C16 -4.13 -4.07 1.81
C17 -3.66 -4.00 -0.65
C18 0.74 -3.46 3.26
C19 0.25 -4.83 3.76
C20 0.34 -2.34 4.34
C21 2.26 -3.47 3.09
C22 0.73 2.01 -0.63
O2 -0.06 1.02 -1.08
C23 0.30 3.26 -0.16
C24 1.35 4.11 0.20
C25 -1.15 3.73 -0.04
C26 -2.17 2.68 -0.46
C27 -1.32 4.97 -0.95
C28 -1.41 4.12 1.42
H1 4.23 5.97 2.30
H2 3.61 4.36 2.66
H3 2.51 5.66 2.17
H4 4.29 6.84 -0.07
H5 2.57 6.54 -0.25
H6 3.71 5.85 -1.41
H7 5.86 5.12 0.70
H8 5.42 4.09 -0.65
H9 5.37 3.47 1.01
H10 4.14 2.27 -0.45
H11 1.69 -1.68 1.41
H12 -1.87 -3.82 2.74
H13 -4.38 -1.33 1.49
H14 -5.48 -2.22 0.43
H15 -4.16 -1.30 -0.28
H16 -4.11 -3.55 2.77
H17 -3.58 -5.02 1.91
H18 -5.16 -4.33 1.60
H19 -3.37 -3.40 -1.51
H20 -4.70 -4.31 -0.80
H21 -3.05 -4.90 -0.61
H22 -0.79 -4.83 4.09
H23 0.85 -5.11 4.62
H24 0.38 -5.59 2.99
H25 -0.72 -2.36 4.57
H26 0.65 -1.34 4.04
H27 0.92 -2.64 5.22
H28 2.57 -4.08 2.25
H29 2.70 -3.90 3.99
H30 2.69 -2.47 2.99
H31 1.08 5.09 0.57
H32 -2.08 2.40 -1.51
H33 -3.17 3.10 -0.33
H34 -2.12 1.78 0.17
H35 -1.13 4.72 -1.99
H36 -0.66 5.78 -0.66
H37 -2.34 5.33 -0.87
H38 -1.28 3.26 2.09
H39 -2.43 4.48 1.53
H40 -0.75 4.91 1.76
F1 -2.16 -1.50 -6.89
C29 -2.28 -0.89 -5.75
F2 -3.25 -1.39 -5.02
F3 -2.40 0.41 -5.88
S1 -0.66 -1.15 -4.81
O3 -0.94 -0.42 -3.48
O4 0.46 -0.63 -5.50
N1 -0.68 -2.70 -4.52
S2 0.34 -3.35 -3.55
O5 -0.12 -4.49 -2.87
O6 0.82 -2.24 -2.55
C30 1.94 -3.72 -4.49
F4 1.59 -4.14 -5.68
F5 2.63 -2.60 -4.56
F6 2.58 -4.64 -3.81



2.
Computed, not measured: C30H40HgN6OS5 as an isolated structure in a non-equilibrium geometry, with wB97M-V/def2-TZVPD.

Values from the calculation:
Relative energy (zero: lowest compared OMol25 entry of this formula, charge and spin) (kcal per mole): 0.00
Kohn-Sham gap (spin up / spin down) (eV): 5.91 / 6.20
E (Eh): -3715.3108
⟨S²⟩: 0.781
Molar mass (g mol⁻¹): 861.62
Charge: -1
2S+1: 2
HOMO energy (spin up / spin down) (eV): -3.58 / -3.88

Positions of all 83 atoms, in Å:
Hg1 -0.29 -0.39 -0.15
C1 -1.75 2.93 -1.97
N1 -1.31 3.01 -0.59
C2 -0.31 4.05 -0.38
C3 1.06 3.66 -0.86
C4 1.60 4.28 -1.96
C5 2.84 3.92 -2.49
C6 3.47 2.82 -1.91
C7 2.94 2.22 -0.81
N2 1.81 2.70 -0.16
C8 -2.41 3.23 0.32
C9 -3.48 2.17 0.35
C10 -4.72 2.46 0.94
C11 -5.69 1.48 1.00
C12 -5.41 0.23 0.46
C13 -4.16 0.04 -0.10
N3 -3.23 0.97 -0.16
C14 -0.77 2.27 -2.92
C15 -1.04 2.28 -4.29
C16 -0.19 1.60 -5.14
C17 0.91 0.95 -4.61
C18 1.10 1.01 -3.24
N4 0.28 1.64 -2.42
H1 -2.01 3.93 -2.38
H2 -2.65 2.31 -1.99
H3 -0.26 4.26 0.69
H4 -0.60 4.99 -0.90
H5 1.01 5.03 -2.46
H6 3.24 4.43 -3.35
H7 4.37 2.41 -2.35
H8 3.38 1.32 -0.43
H9 -2.90 4.21 0.14
H10 -1.98 3.25 1.33
H11 -4.91 3.45 1.35
H12 -6.65 1.68 1.46
H13 -6.15 -0.56 0.47
H14 -3.87 -0.91 -0.53
H15 -1.92 2.78 -4.67
H16 -0.39 1.57 -6.20
H17 1.60 0.40 -5.24
H18 1.95 0.52 -2.78
C19 0.19 -1.42 3.59
N5 -1.04 -1.19 2.86
C20 -1.66 0.04 3.28
C21 -1.95 -2.31 2.95
C22 -1.44 -3.60 2.30
N6 -1.17 -3.43 0.88
C23 -2.35 -3.63 0.07
C24 -0.07 -4.25 0.41
H19 0.01 -1.64 4.66
H20 0.81 -0.52 3.52
H21 0.75 -2.24 3.14
H22 -1.96 0.02 4.35
H23 -2.54 0.24 2.68
H24 -0.96 0.86 3.13
H25 -2.88 -2.01 2.46
H26 -2.20 -2.54 4.01
H27 -2.19 -4.39 2.48
H28 -0.52 -3.91 2.79
H29 -2.67 -4.68 0.04
H30 -2.15 -3.30 -0.95
H31 -3.17 -3.03 0.47
H32 -0.28 -5.33 0.49
H33 0.83 -4.02 0.97
H34 0.11 -4.01 -0.64
C25 5.72 -3.16 1.75
S1 4.01 -3.80 1.76
C26 3.75 -3.92 0.03
C27 3.59 -2.84 -0.78
S2 3.66 -1.24 -0.33
S3 3.38 -3.28 -2.51
C28 3.55 -5.00 -2.34
S4 3.48 -6.05 -3.60
S5 3.77 -5.51 -0.70
H35 6.04 -3.08 2.78
H36 5.71 -2.18 1.28
H37 6.35 -3.85 1.20
C29 2.53 1.34 1.75
C30 1.52 2.27 1.13
O1 0.57 2.70 1.78
H38 2.26 1.20 2.80
H39 3.53 1.75 1.69
H40 2.53 0.36 1.27



3.
Computed, not measured: C30H40IrN3OSSi2Te as an isolated structure in a non-equilibrium geometry, with wB97M-V/def2-TZVPD.

Values from the calculation:
Relative energy (zero: lowest compared OMol25 entry of this formula, charge and spin) (kcal per mole): 52.18
Kohn-Sham gap (eV): 6.79
E (Eh): -2756.2121
Molar mass (g mol⁻¹): 866.73
HOMO energy (eV): -7.19

Positions of all 79 atoms, in Å:
Ir1 0.39 -1.80 -0.41
N1 4.21 -0.92 1.37
C1 2.91 -1.06 1.00
S1 2.58 -1.43 -0.68
N2 1.98 -0.89 1.90
N3 0.70 -1.01 1.35
C2 -0.26 -0.80 2.18
C3 -1.66 -0.70 1.85
C4 -2.59 -0.72 2.90
C5 -3.95 -0.67 2.64
C6 -4.37 -0.58 1.31
C7 -3.47 -0.51 0.27
C8 -2.09 -0.56 0.51
O1 -1.23 -0.42 -0.49
H1 4.90 -1.32 0.76
H2 4.41 -0.88 2.35
H3 0.05 -0.65 3.22
H4 -2.24 -0.81 3.92
H5 -4.66 -0.70 3.45
H6 -5.43 -0.56 1.09
H7 -3.80 -0.43 -0.76
C9 0.95 4.31 2.22
Si1 2.50 3.96 1.24
C10 3.48 2.67 2.16
C11 3.50 5.55 1.12
C12 2.21 3.34 -0.50
Te1 0.70 1.84 -0.75
C13 -0.99 3.14 -0.48
Si2 -1.82 3.60 -2.10
C14 -3.25 4.75 -1.76
C15 -0.58 4.47 -3.20
C16 -2.45 2.04 -2.91
H8 1.23 4.55 3.25
H9 0.29 3.44 2.25
H10 0.38 5.16 1.83
H11 3.71 3.00 3.18
H12 4.43 2.45 1.66
H13 2.92 1.73 2.23
H14 3.78 5.92 2.11
H15 2.92 6.33 0.62
H16 4.41 5.39 0.55
H17 3.13 2.84 -0.82
H18 2.04 4.15 -1.22
H19 -0.63 4.02 0.04
H20 -1.69 2.61 0.17
H21 -2.91 5.67 -1.27
H22 -3.99 4.29 -1.10
H23 -3.76 5.04 -2.68
H24 -0.24 5.39 -2.73
H25 -1.02 4.73 -4.16
H26 0.29 3.83 -3.38
H27 -3.27 1.61 -2.32
H28 -1.66 1.29 -2.97
H29 -2.83 2.23 -3.92
C17 -3.34 -2.51 -3.24
C18 -3.58 -3.78 -2.71
C19 -2.61 -4.44 -1.99
C20 -1.37 -3.84 -1.76
C21 -1.14 -2.60 -2.34
C22 -2.11 -1.91 -3.05
C23 -0.35 -4.46 -0.93
C24 0.61 -3.78 -0.26
C25 1.60 -4.58 0.53
C26 1.93 -5.89 0.14
C27 2.85 -6.64 0.85
C28 3.48 -6.11 1.96
C29 3.17 -4.82 2.37
C30 2.24 -4.07 1.66
H30 -4.11 -2.00 -3.80
H31 -4.54 -4.26 -2.88
H32 -2.81 -5.42 -1.58
H33 -0.13 -2.16 -2.33
H34 -1.89 -0.94 -3.47
H35 -0.44 -5.53 -0.79
H36 1.48 -6.32 -0.74
H37 3.08 -7.65 0.52
H38 4.22 -6.69 2.51
H39 3.64 -4.40 3.24
H40 1.98 -3.09 2.02



4.
Computed, not measured: a 10-piece molecular cluster, C30H40O30 overall in a non-equilibrium geometry, with wB97M-V/def2-TZVPD.

Values from the calculation:
Relative energy (zero: lowest compared OMol25 entry of this formula, charge and spin) (kcal per mole): 27.32
Kohn-Sham gap (eV): 10.80
E (Eh): -3424.4229
Molar mass (g mol⁻¹): 880.62
Structure (SMILES): O=C1OCCO1.O=C1OCCO1.O=C1OCCO1.O=C1OCCO1.O=C1OCCO1.O=C1OCCO1.O=C1OCCO1.O=C1OCCO1.O=C1OCCO1.O=C1OCCO1
HOMO energy (eV): -10.52

Positions of all 100 atoms, in Å:
C1 -0.01 -4.02 1.72
C2 -1.19 -4.65 2.43
O1 -1.46 -3.76 3.55
C3 -0.41 -2.98 3.64
O2 -0.23 -2.29 4.60
O3 0.45 -3.08 2.67
H1 -0.21 -3.38 0.90
H2 0.83 -4.69 1.45
H3 -0.99 -5.66 2.79
H4 -2.05 -4.72 1.74
C4 -0.50 0.71 5.66
C5 0.20 0.77 4.19
O4 -0.72 1.55 3.47
C6 -1.90 1.47 4.06
O5 -2.87 1.92 3.57
O6 -1.85 1.09 5.32
H5 -0.09 1.54 6.22
H6 -0.59 -0.23 6.19
H7 0.30 -0.27 3.77
H8 1.17 1.29 4.08
C7 4.35 4.33 -0.66
C8 4.54 2.84 -0.73
O7 4.61 2.56 -2.18
C9 4.51 3.69 -2.86
O8 4.56 3.87 -4.02
O9 4.56 4.70 -2.02
H9 5.07 4.71 0.11
H10 3.37 4.71 -0.42
H11 3.77 2.26 -0.25
H12 5.51 2.46 -0.44
C10 -0.68 4.47 -4.44
C11 -1.45 3.25 -3.81
O10 -0.40 2.56 -3.11
C12 0.55 3.47 -2.79
O11 1.44 3.24 -2.05
O12 0.37 4.65 -3.50
H13 -1.27 5.38 -4.55
H14 -0.27 4.22 -5.39
H15 -1.96 2.58 -4.47
H16 -2.08 3.73 -3.09
C13 0.26 -4.18 -3.47
C14 -1.05 -4.61 -4.14
O13 -1.55 -5.54 -3.18
C15 -0.95 -5.33 -1.98
O14 -1.24 -5.83 -0.94
O15 0.05 -4.45 -2.12
H17 0.37 -3.10 -3.53
H18 1.12 -4.80 -3.79
H19 -1.03 -5.12 -5.12
H20 -1.73 -3.77 -4.26
C16 2.12 1.18 -5.09
C17 1.95 -0.28 -4.70
O16 0.52 -0.50 -4.81
C18 -0.03 0.60 -5.33
O17 -1.21 0.64 -5.40
O18 0.87 1.46 -5.75
H21 2.91 1.35 -5.81
H22 2.23 1.83 -4.22
H23 2.32 -0.53 -3.70
H24 2.42 -0.93 -5.41
C19 2.81 -1.63 4.29
C20 3.36 -3.01 3.85
O19 3.53 -2.90 2.39
C21 3.08 -1.71 2.03
O20 3.09 -1.28 0.94
O21 2.70 -0.98 3.07
H25 3.59 -1.13 4.89
H26 1.85 -1.71 4.78
H27 2.70 -3.87 3.95
H28 4.32 -3.25 4.27
C22 -0.22 -0.66 -1.85
C23 0.41 -0.12 -0.59
O22 -0.61 -0.29 0.40
C24 -1.59 -1.03 -0.15
O23 -2.44 -1.47 0.45
O24 -1.36 -1.37 -1.41
H29 0.43 -1.29 -2.40
H30 -0.53 0.14 -2.49
H31 0.61 0.94 -0.68
H32 1.28 -0.69 -0.39
C25 -0.95 4.35 1.92
C26 -1.01 3.31 0.79
O25 0.29 2.65 0.90
C27 1.01 3.24 1.88
O26 2.14 2.97 2.21
O27 0.30 4.16 2.52
H33 -1.77 4.18 2.56
H34 -0.91 5.44 1.48
H35 -1.14 3.70 -0.24
H36 -1.74 2.56 1.01
C28 -5.22 -0.71 1.46
C29 -5.21 -1.70 2.69
O28 -6.64 -1.95 2.83
C30 -7.35 -1.03 2.16
O29 -8.51 -0.88 2.22
O30 -6.54 -0.23 1.42
H37 -5.01 -1.31 0.57
H38 -4.46 0.06 1.59
H39 -4.96 -1.28 3.64
H40 -4.67 -2.61 2.47



5.
Computed, not measured: C30H41AsMnN2O4S2 as an isolated structure in a non-equilibrium geometry, with wB97M-V/def2-TZVPD.

Values from the calculation:
Relative energy (zero: lowest compared OMol25 entry of this formula, charge and spin) (kcal per mole): 0.00
Kohn-Sham gap (spin up / spin down) (eV): 5.83 / 5.96
E (Eh): -5760.8212
⟨S²⟩: 1.103
Molar mass (g mol⁻¹): 687.66
Charge: +2
2S+1: 2
HOMO energy (spin up / spin down) (eV): -14.32 / -14.31

Positions of all 81 atoms, in Å:
Mn1 0.04 0.08 0.31
C1 -0.20 -3.34 1.90
C2 -1.21 -2.53 1.11
C3 -2.61 -3.09 1.23
O1 -1.20 -1.12 1.58
C4 -0.74 -2.41 -0.34
O2 -1.27 -2.98 -1.25
O3 0.30 -1.58 -0.48
H1 -0.47 -3.34 2.96
H2 0.81 -2.94 1.79
H3 -0.21 -4.37 1.56
H4 -2.83 -3.36 2.26
H5 -2.70 -3.97 0.60
H6 -3.35 -2.35 0.90
H7 -1.15 -1.13 2.55
S1 1.80 -0.15 1.55
C5 1.85 1.00 2.82
C6 2.79 0.79 3.84
C7 2.82 1.66 4.92
C8 1.92 2.73 4.97
C9 1.00 2.95 3.94
C10 0.96 2.10 2.87
As1 -0.24 2.23 1.37
C11 0.41 3.75 0.39
C12 1.63 4.36 0.69
C13 2.08 5.42 -0.09
C14 1.32 5.86 -1.17
C15 0.10 5.25 -1.47
C16 -0.35 4.19 -0.69
C17 -1.90 2.82 2.10
C18 -2.86 1.87 2.43
C19 -4.04 2.27 3.04
C20 -4.26 3.61 3.30
C21 -3.31 4.56 2.96
C22 -2.12 4.17 2.36
H8 3.47 -0.05 3.79
H9 3.53 1.51 5.72
H10 1.95 3.40 5.81
H11 0.32 3.79 4.00
H12 2.22 4.02 1.53
H13 3.02 5.90 0.14
H14 1.67 6.68 -1.77
H15 -0.49 5.60 -2.30
H16 -1.31 3.73 -0.90
H17 -2.69 0.82 2.22
H18 -4.79 1.53 3.30
H19 -5.18 3.92 3.77
H20 -3.48 5.61 3.16
H21 -1.38 4.91 2.08
O4 -1.52 0.35 -0.84
S2 -2.98 0.83 -1.03
C23 -3.00 1.48 -2.72
C24 -3.36 0.32 -3.64
C25 -4.46 -0.43 -2.88
C26 -3.89 -0.67 -1.49
H22 -2.02 1.94 -2.88
H23 -3.76 2.27 -2.72
H24 -2.50 -0.33 -3.78
H25 -3.69 0.68 -4.61
H26 -4.73 -1.37 -3.36
H27 -5.36 0.18 -2.82
H28 -3.12 -1.45 -1.50
H29 -4.62 -0.88 -0.71
C27 3.22 1.80 -3.07
C28 3.58 1.26 -1.69
C29 3.96 -0.21 -1.76
C30 4.71 2.08 -1.07
N1 2.45 1.43 -0.73
N2 1.24 0.77 -1.15
H30 4.07 1.70 -3.75
H31 2.95 2.86 -3.02
H32 2.39 1.24 -3.52
H33 4.93 -0.31 -2.24
H34 3.26 -0.81 -2.35
H35 4.03 -0.65 -0.76
H36 5.60 2.00 -1.70
H37 4.96 1.71 -0.07
H38 4.44 3.14 -1.00
H39 2.23 2.42 -0.63
H40 1.51 -0.11 -1.59
H41 0.73 1.30 -1.85